{
  "formula": "C5H14N2O",
  "method": "ωB97M-V/def2-TZVPD",
  "e_above_lowest_ev": 3.6397,
  "homo_ev": [0.784, -2.810],
  "spin_multiplicity": 2,
  "lumo_energy_ev": [3.87, 3.83],
  "gap_ev": [3.1, 6.6],
  "total_charge": -1,
  "s2": 0.75,
  "symbols": ["O", "N", "N", "C", "C", "C", "C", "C", "H", "H", "H", "H", "H", "H", "H", "H", "H", "H", "H", "H", "H", "H"],
  "xyz": [[0.32350, -0.32731, -0.40748], [1.05439, -1.70588, 1.36835], [2.11641, 1.62883, 0.10784], [1.86443, -0.46388, 1.46053], [-2.05171, 0.04038, -2.05419], [-2.06440, 0.08313, -0.51859], [2.02369, 0.22884, 0.27387], [-0.71437, 0.46474, 0.11705], [1.64728, -2.54218, 1.26525], [1.91233, 2.20277, 0.91811], [0.50665, -1.51750, 0.53000], [-1.61342, 1.00130, -2.47392], [-2.86220, 0.84724, -0.19178], [-2.53381, -0.82708, -0.00374], [-1.48162, -0.79677, -2.42717], [0.33317, -1.85828, 2.13239], [-3.10663, -0.00084, -2.38104], [1.57902, 2.05485, -0.65666], [2.00303, -0.14223, 2.45766], [2.37286, -0.27275, -0.61178], [-0.56885, 1.50580, -0.19123], [-0.73974, 0.39680, 1.28655]],
  "lowdin_charge": [-0.386, 0.007, 0.038, -0.300, -0.145, -0.303, -0.311, -0.383, -0.001, 0.071, 0.003, 0.082, 0.101, 0.091, 0.049, -0.031, 0.054, 0.078, 0.015, 0.094, 0.077, 0.102]
}

{
  "formula": "C3H4N2O3",
  "method": "ωB97M-V/def2-TZVPD",
  "e_above_lowest_ev": 4.5558,
  "homo_ev": -12.077,
  "smiles": "C[C@@](O)(C#N)[N+](=O)[O-]",
  "lumo_energy_ev": -0.85,
  "gap_ev": 11.2,
  "symbols": ["O", "O", "O", "N", "N", "C", "C", "C", "H", "H", "H", "H"],
  "xyz": [[0.60959, 1.20593, -1.19606], [-0.09931, 1.30112, 2.16988], [1.16260, 2.49537, 0.88388], [0.35282, 1.61940, 1.10272], [-2.71768, 2.22368, -0.39541], [-1.70873, 1.72098, -0.25801], [-0.40376, -0.55295, 0.10545], [-0.14985, 0.91501, -0.11943], [1.10966, 2.02431, -1.01368], [-0.98126, -0.95651, -0.72071], [-0.93031, -0.70622, 1.04420], [0.55659, -1.06601, 0.13419]],
  "lowdin_charge": [0.070, 0.130, 0.107, -0.355, 0.122, -0.077, 0.008, -0.431, 0.124, 0.102, 0.095, 0.104]
}

{
  "formula": "C13H11BrCl2InNO4",
  "method": "ωB97M-V/def2-TZVPD",
  "e_above_lowest_ev": 2.6490,
  "homo_ev": -14.593,
  "lumo_energy_ev": -8.77,
  "gap_ev": 5.8,
  "total_charge": 2,
  "symbols": ["In", "Br", "Cl", "Cl", "O", "O", "O", "O", "N", "C", "C", "C", "C", "C", "C", "C", "C", "C", "C", "C", "C", "C", "H", "H", "H", "H", "H", "H", "H", "H", "H", "H", "H"],
  "xyz": [[0.68362, 0.29466, 2.23725], [-1.17399, -1.30424, 4.34978], [2.62247, -0.53374, 4.95008], [2.00169, -2.77208, 3.15056], [-0.82259, -1.72907, 0.77034], [2.08571, -0.29651, -3.05817], [-3.02445, -2.22142, 1.30188], [-5.52983, 1.46853, 4.24473], [-1.76073, 0.82217, 2.74163], [2.50807, 1.32111, -6.34877], [3.18456, -2.07334, 4.27676], [2.72168, -0.93397, -5.36841], [3.06120, -1.02298, -6.64215], [2.32061, -0.15490, -4.35804], [-3.54846, 0.25307, 4.24083], [-4.31768, 1.30016, 3.72733], [-2.29785, 0.08241, 3.70667], [-1.93034, -1.98029, 1.04110], [-3.78099, 2.10288, 2.71638], [2.22843, 1.10969, -5.01159], [2.92852, 0.28464, -7.17252], [-2.51295, 1.82692, 2.26470], [3.10314, 0.40486, -8.23363], [2.46340, -1.11512, -2.70747], [-5.99544, 2.21636, 3.84874], [2.41294, 2.31949, -6.75153], [3.32104, -2.76919, 5.09531], [2.00334, 1.92085, -4.32392], [-3.93462, -0.38111, 5.02482], [-4.34218, 2.92701, 2.29694], [4.10792, -1.89758, 3.73975], [-2.06506, 2.43219, 1.48584], [3.27882, -1.90144, -7.23521]],
  "lowdin_charge": [0.804, 0.806, 0.482, 0.473, 0.060, 0.154, 0.250, 0.135, -0.132, -0.023, -0.954, 0.270, 0.042, -0.262, -0.002, -0.283, -0.726, -0.438, 0.032, 0.062, -0.001, -0.114, 0.143, 0.153, 0.139, 0.138, 0.041, 0.161, 0.135, 0.131, 0.038, 0.123, 0.163]
}

{
  "formula": "C3H3N3",
  "method": "ωB97M-V/def2-TZVPD",
  "e_above_lowest_ev": 5.0005,
  "homo_ev": -8.225,
  "lumo_energy_ev": -1.19,
  "gap_ev": 7.0,
  "symbols": ["N", "N", "N", "C", "C", "C", "H", "H", "H"],
  "xyz": [[-0.79330, 1.13382, 0.08860], [-0.90335, -1.03182, -0.01311], [0.29442, -1.16929, 0.17435], [-1.61658, 0.01106, -0.09014], [0.41505, 1.20341, 0.13098], [1.25864, -0.07651, -0.01686], [2.21720, -0.07989, 0.65141], [-2.60951, 0.21912, 0.09164], [1.73744, -0.20989, -1.01686]],
  "lowdin_charge": [0.086, -0.009, 0.010, -0.212, 0.027, -0.198, 0.122, 0.076, 0.097]
}

{
  "formula": "C9H14N3",
  "method": "ωB97M-V/def2-TZVPD",
  "e_above_lowest_ev": 8.2665,
  "homo_ev": -12.763,
  "lumo_energy_ev": -4.48,
  "gap_ev": 8.3,
  "total_charge": 1,
  "symbols": ["N", "N", "N", "C", "C", "C", "C", "C", "C", "C", "C", "C", "H", "H", "H", "H", "H", "H", "H", "H", "H", "H", "H", "H", "H", "H"],
  "xyz": [[1.93705, -0.23257, 0.59715], [0.45134, 0.18835, 0.01190], [2.11780, 0.18626, 1.69353], [-0.15238, -2.29510, -0.03747], [-0.14185, -0.98962, -0.82696], [1.20406, 2.21235, -1.38939], [0.86505, 1.01385, -1.07577], [1.09968, 1.03074, 2.17402], [-0.12563, 0.91644, 1.16105], [0.89004, -1.12614, -1.94051], [-1.60918, -0.64836, -1.31796], [1.15818, 1.74123, 3.31931], [2.13775, 1.82185, 3.87693], [0.37543, 2.27236, 3.77436], [1.04396, 3.27826, -0.96764], [-0.91928, -2.32269, 0.69978], [-1.79379, -0.36396, -2.32802], [-2.21585, -1.56361, -0.98978], [0.58616, -1.09943, -2.87123], [-0.49116, 1.97110, 1.04559], [-2.01025, 0.09411, -0.58988], [1.70129, 2.47005, -2.35602], [-0.37633, -3.02672, -0.77967], [-0.96766, 0.29632, 1.56842], [1.85472, -1.39771, -1.41877], [0.84781, -2.46938, 0.29368]],
  "lowdin_charge": [0.186, -0.153, 0.129, -0.025, -0.517, 0.054, -0.108, -0.258, -0.036, 0.203, 0.018, 0.153, 0.115, 0.068, 0.115, 0.084, 0.078, 0.112, 0.030, 0.153, 0.086, 0.094, 0.098, 0.148, 0.103, 0.073]
}

{
  "formula": "C6H9N3",
  "method": "ωB97M-V/def2-TZVPD",
  "e_above_lowest_ev": 1.1713,
  "homo_ev": -8.404,
  "smiles": "C=N[C@@H](C)n1ccnc1",
  "lumo_energy_ev": 0.78,
  "gap_ev": 9.2,
  "symbols": ["N", "N", "N", "C", "C", "C", "C", "C", "C", "H", "H", "H", "H", "H", "H", "H", "H", "H"],
  "xyz": [[-2.96271, -0.40092, 0.46447], [-0.75759, -0.01184, 0.13417], [1.24621, -0.90638, -0.59858], [0.70903, -0.03768, 0.39383], [-1.44695, 0.29482, -1.02309], [-2.79199, 0.09926, -0.75253], [2.24789, -1.50281, -0.26179], [-1.72865, -0.51148, 1.00202], [1.17945, 1.41525, 0.21476], [0.88812, -0.32102, 1.40810], [2.24816, 1.44454, 0.11605], [2.65086, -2.33503, -0.79753], [2.72564, -1.24830, 0.64836], [-0.95225, 0.74465, -1.91924], [0.59103, 1.74844, -0.68703], [-3.55257, 0.19913, -1.46164], [1.18312, 2.07623, 1.10970], [-1.47682, -0.74688, 2.00997]],
  "lowdin_charge": [0.038, -0.061, 0.045, -0.370, -0.089, -0.192, -0.043, -0.132, -0.024, 0.130, 0.061, 0.076, 0.074, 0.124, 0.088, 0.077, 0.092, 0.105]
}

{
  "formula": "C8H12CoN2P",
  "method": "ωB97M-V/def2-TZVPD",
  "e_above_lowest_ev": 0.0320,
  "homo_ev": [-1.159, -2.264],
  "spin_multiplicity": 4,
  "lumo_energy_ev": [2.56, 2.47],
  "gap_ev": [3.7, 4.7],
  "total_charge": -1,
  "s2": 3.77,
  "symbols": ["Co", "P", "N", "N", "C", "C", "C", "C", "C", "C", "C", "C", "H", "H", "H", "H", "H", "H", "H", "H", "H", "H", "H", "H"],
  "xyz": [[0.49159, 0.21561, 2.33343], [2.70117, 0.04588, 2.00801], [-1.23888, 3.60994, 0.61095], [-0.59891, 1.63540, 1.35211], [0.81662, -2.00659, -2.13381], [-0.44117, 2.95543, 1.49422], [-0.65159, -3.12045, -0.67029], [-0.53096, -1.62962, -2.43607], [-1.41323, -2.31454, -1.53939], [0.80991, -2.91980, -1.06099], [-1.93856, 2.65956, -0.13100], [-1.54503, 1.43770, 0.33217], [3.20145, -0.94176, 1.08379], [3.47159, -0.28107, 3.18026], [-0.99911, -3.76834, 0.12884], [-2.63041, 2.91648, -0.91037], [0.21140, 3.44628, 2.20230], [-1.83634, 0.43917, 0.05733], [1.70580, -1.64243, -2.64440], [-1.29042, 4.62152, 0.53228], [1.65323, -3.40362, -0.57763], [3.38849, 1.22594, 1.54936], [-2.49888, -2.23747, -1.53700], [-0.83776, -0.94321, -3.22408]],
  "lowdin_charge": [-0.158, 0.538, 0.031, -0.078, -0.253, -0.204, -0.200, -0.240, -0.263, -0.205, -0.095, -0.102, -0.129, -0.140, 0.035, 0.101, 0.110, 0.097, 0.046, 0.146, 0.031, -0.155, 0.047, 0.039]
}

{
  "formula": "C3H8NP",
  "method": "ωB97M-V/def2-TZVPD",
  "e_above_lowest_ev": 3.1652,
  "homo_ev": -9.275,
  "smiles": "C=NC.C=P",
  "lumo_energy_ev": 0.45,
  "gap_ev": 9.7,
  "symbols": ["P", "N", "C", "C", "C", "H", "H", "H", "H", "H", "H", "H", "H"],
  "xyz": [[-2.35731, -0.83255, -0.71578], [0.37759, 1.05305, -0.29505], [0.47219, 1.49105, 1.02044], [1.25712, 0.30078, -0.73005], [-0.93418, -1.58731, -0.75552], [-0.03395, 0.58020, 1.72198], [0.97366, 0.00167, -1.79931], [-0.44366, -2.24038, -0.07903], [2.15641, -0.19263, -0.35047], [-2.61650, -1.18500, 0.65163], [0.00770, 2.39222, 1.20158], [1.37969, 1.66258, 1.64245], [-0.23876, -1.44369, -1.51289]],
  "lowdin_charge": [0.759, -0.107, -0.192, -0.130, -0.534, 0.146, 0.083, -0.003, 0.091, -0.146, 0.027, 0.076, -0.070]
}

{
  "formula": "C18H39CuN4O4",
  "method": "ωB97M-V/def2-TZVPD",
  "e_above_lowest_ev": 0.0000,
  "homo_ev": -4.885,
  "lumo_energy_ev": 0.28,
  "gap_ev": 5.2,
  "symbols": ["Cu", "O", "O", "O", "O", "N", "N", "N", "N", "C", "C", "C", "C", "C", "C", "C", "C", "C", "C", "C", "C", "C", "C", "C", "C", "C", "C", "H", "H", "H", "H", "H", "H", "H", "H", "H", "H", "H", "H", "H", "H", "H", "H", "H", "H", "H", "H", "H", "H", "H", "H", "H", "H", "H", "H", "H", "H", "H", "H", "H", "H", "H", "H", "H", "H", "H"],
  "xyz": [[1.41514, -10.08095, -29.64785], [1.44537, -9.12847, -27.54827], [-0.70992, -10.06487, -30.65634], [2.56681, -9.64761, -31.56751], [1.39087, -12.36093, -29.96554], [2.50431, -13.39177, -31.66145], [2.32070, -8.28032, -28.28322], [2.75941, -8.15135, -33.22486], [-2.64308, -9.48302, -31.69120], [0.44716, -7.16169, -29.32261], [-1.68102, -10.36504, -31.32802], [-3.71890, -9.96833, -32.52439], [4.14565, -9.88982, -28.10823], [3.24864, -9.10147, -32.40286], [3.92400, -8.08784, -26.42651], [4.14265, -6.18596, -29.08132], [1.43395, -13.16090, -30.87471], [2.57752, -14.44707, -32.64762], [4.61794, -7.59987, -28.82815], [3.55141, -7.48210, -34.23169], [1.36973, -7.75722, -33.12966], [1.50734, -6.06522, -27.33004], [3.72960, -8.44750, -27.88743], [1.74002, -6.96568, -28.54692], [3.76107, -12.70849, -31.45590], [2.69764, -6.27530, -29.54892], [-2.68357, -8.11387, -31.24808], [4.17808, -5.54248, -28.19765], [4.56687, -7.87301, -34.19432], [-3.64341, -7.94197, -30.76174], [1.34685, -6.69408, -32.87167], [4.74668, -5.72459, -29.86739], [-0.31098, -7.59362, -28.66454], [0.59011, -13.79348, -31.20096], [2.41364, -5.59842, -26.94869], [-1.90121, -11.38936, -31.65172], [0.09700, -6.18552, -29.67578], [-1.86670, -7.92420, -30.55734], [0.83856, -5.25468, -27.63414], [2.78637, -14.07051, -33.64992], [4.58439, -13.42930, -31.40027], [3.54774, -6.40051, -34.10369], [4.31437, -9.29022, -32.58110], [-4.64148, -10.20083, -31.98570], [0.57093, -7.83646, -30.16951], [3.39063, -15.12580, -32.37846], [0.84893, -7.91232, -34.08048], [5.63850, -7.59789, -28.42458], [3.15044, -7.70262, -35.22384], [3.54202, -10.54086, -27.47849], [-4.01799, -9.24924, -33.29523], [2.68787, -6.82666, -30.50136], [1.02985, -6.67058, -26.55818], [-2.50311, -7.39826, -32.05543], [4.03769, -10.14162, -29.16999], [-3.41501, -10.82425, -33.12720], [3.78705, -12.17487, -30.50869], [1.67961, -15.06363, -32.69426], [4.72478, -8.08047, -29.80697], [4.96831, -8.12778, -26.11044], [3.34521, -8.76374, -25.78892], [0.76487, -8.28494, -32.39769], [5.22068, -9.97205, -27.92670], [4.01002, -12.02853, -32.27179], [2.26759, -5.32077, -29.88526], [3.44602, -7.14005, -26.16835]],
  "lowdin_charge": [0.361, -0.266, 0.012, 0.003, 0.021, -0.176, -0.218, -0.182, -0.185, -0.063, -0.284, -0.073, -0.046, -0.313, -0.033, -0.179, -0.303, -0.064, -0.143, -0.052, -0.039, -0.032, -0.529, -0.525, -0.043, -0.153, -0.029, 0.104, 0.086, 0.098, 0.097, 0.106, 0.088, 0.141, 0.059, 0.140, 0.086, 0.066, 0.078, 0.089, 0.092, 0.091, 0.142, 0.091, 0.044, 0.088, 0.093, 0.116, 0.089, 0.086, 0.089, 0.097, 0.087, 0.095, 0.059, 0.083, 0.081, 0.086, 0.104, 0.081, 0.083, 0.068, 0.086, 0.084, 0.116, 0.060]
}